(1)
Here is a cluster of 7 separate species, C11H25Cl4F6N2O7S in total at a distorted geometry from OMol25. Energies are from ωB97M-V with the def2-TZVPD basis set.

The value obtained for the strongest force on any atom is 4.9 eV/Å. For the energy relative to the best compared isomer or geometry (same formula, charge and spin), the calculation gives 9.149 eV. As for the charge: -1. The value obtained for the LUMO energy is 0.58 eV. The calculation puts the HOMO energy at -1.6 eV. For the molecular weight, the calculation gives 585.195 g/mol.

CARTESIAN COORDINATES (ANGSTROEM)
N: -3.98756 4.18432 1.01192
H: -4.55170 3.51741 0.50487
H: -4.61232 4.93818 1.25983
H: -3.10765 4.31097 0.53251
H: -3.71810 3.77412 1.89467
N: -1.24994 -0.84904 2.22662
H: -1.81234 -1.23509 2.97145
H: -0.31178 -1.22193 2.25730
H: -1.28428 0.06318 2.65879
H: -1.73053 -0.90558 1.34009
C: -6.09419 -1.05345 -3.52134
F: -5.41897 -2.21023 -3.74938
F: -5.67895 -0.09720 -4.40986
F: -7.38109 -1.19286 -3.74751
S: -5.70595 -0.53873 -1.74234
O: -6.07628 0.87646 -1.54383
O: -6.47370 -1.37701 -0.85398
O: -4.27926 -0.74341 -1.55181
O: -3.20600 1.46246 4.88047
C: -3.82079 0.76057 5.91346
C: -3.56417 -0.75319 6.32845
O: -3.77124 -1.81488 5.44147
H: -4.90325 0.82130 5.80089
H: -3.81650 1.27203 6.87601
H: -4.09389 -1.05736 7.23123
H: -2.51896 -0.75290 6.63767
C: 3.08552 3.54697 -4.44011
C: 2.22349 3.85840 -3.28648
O: 3.00028 4.19455 -2.20348
C: 2.60500 3.99653 -0.88481
O: 1.52936 3.51419 -0.52787
C: 3.63895 4.36866 0.20580
F: 3.40632 3.73993 1.35172
F: 4.93239 4.25414 -0.16986
F: 3.46208 5.71086 0.33641
H: 2.58931 3.61592 -5.40817
H: 3.68631 2.63750 -4.43537
H: 3.93061 4.23499 -4.46354
H: 1.68211 2.96294 -2.98125
H: 1.46534 4.59937 -3.53997
Cl: 0.13673 -8.39022 -1.74204
C: 1.26761 -7.21694 -2.52345
C: 1.19207 -5.78601 -1.98399
Cl: 1.65494 -5.58813 -0.31013
H: 0.96211 -7.24026 -3.56951
H: 2.29800 -7.56464 -2.44925
H: 0.16456 -5.42296 -2.00659
H: 1.73310 -5.05576 -2.58574
Cl: 4.71587 -1.09356 1.26597
C: 6.47828 -1.48735 1.13055
C: 6.87072 -1.96875 -0.34098
Cl: 6.77956 -0.68567 -1.48853
H: 6.71326 -2.11887 1.98732
H: 7.03374 -0.58238 1.37677
H: 6.10705 -2.72373 -0.52776
H: 7.82471 -2.48785 -0.43336

Results of the Mulliken charge analysis, in e, for atoms 1 through 2: N -0.7445; H 0.3374

=====

(2)
Here is the molecule C3H3F2NO at a distorted geometry from OMol25. Energies are from ωB97M-V with the def2-TZVPD basis set.

The SMILES is N#C[C@@](O)(F)CF. The value obtained for the strongest force on any atom is 3.2 eV/Å. For the energy relative to the best compared isomer or geometry (same formula, charge and spin), the calculation gives 0.876 eV. The value obtained for the LUMO energy is 0.44 eV. The calculation puts the HOMO energy at -12.3 eV. For the molecular weight, the calculation gives 107.059 g/mol.

CARTESIAN COORDINATES (ANGSTROEM)
N: -1.87457 -1.87801 -0.86995
C: -1.27153 -1.10668 -0.22124
C: -0.60360 -0.08176 0.64965
O: -0.99104 1.19465 0.38080
F: -0.87654 -0.33958 2.00774
C: 0.97545 -0.20998 0.54295
F: 1.51679 0.90326 -0.03284
H: -1.99185 1.33122 0.28785
H: 1.32912 -1.11166 -0.09191
H: 1.12720 -0.36031 1.58781

Results of the Mulliken charge analysis, in e, for atoms 1 through 2: N -0.3593; C -0.0826

=====

(3)
Here is a cluster of 2 separate species, CH3NO4 in total at a distorted geometry from OMol25. Energies are from ωB97M-V with the def2-TZVPD basis set.

The value obtained for the strongest force on any atom is 2.2 eV/Å. For the energy relative to the best compared isomer or geometry (same formula, charge and spin), the calculation gives 4.487 eV. The value obtained for the LUMO energy (spin up / spin down) is -1.21 / -1.09 eV. The calculation puts the HOMO energy (spin up / spin down) at -8.4 / -11.0 eV. For the molecular weight, the calculation gives 93.038 g/mol.

CARTESIAN COORDINATES (ANGSTROEM)
C: -0.32117 -0.39473 -0.20132
N: 0.53710 -0.63294 0.91399
O: 1.67389 -1.02461 0.64577
O: -0.01607 -0.57859 2.01476
O: -1.57532 -0.20994 0.05919
O: 0.17012 -0.61892 -1.38024
H: 0.88171 1.64347 0.30005
H: -1.65394 -0.25994 1.05541
H: 1.12875 -0.83935 -1.24569

Results of the Mulliken charge analysis, in e, for atoms 1 through 2: C 0.3177; N 1.0891

=====

(4)
Here is a structure of composition C34H40F15KN4O2P2 at a distorted geometry from OMol25. Energies are from ωB97M-V with the def2-TZVPD basis set.

The value obtained for the strongest force on any atom is 3.4 eV/Å. As for the charge: -2. The value obtained for the LUMO energy is 3.89 eV. The calculation puts the HOMO energy at -1.0 eV. For the molecular weight, the calculation gives 922.736 g/mol.

CARTESIAN COORDINATES (ANGSTROEM)
K: 0.80657 -0.27507 -0.27463
C: 1.71125 6.76138 1.46329
C: 1.76756 5.48067 0.66663
C: 1.51397 5.45461 -0.70053
C: 1.45289 4.25697 -1.37686
C: 1.56300 2.99649 -0.72878
N: 1.31945 1.83377 -1.37715
C: 0.40589 1.76287 -2.37630
C: -0.72439 2.62454 -2.42287
C: -1.70039 2.53709 -3.38979
C: -1.62258 1.58402 -4.39861
C: -2.68237 1.48293 -5.46726
C: -0.54963 0.69982 -4.35558
C: 0.44197 0.74603 -3.38345
C: 1.50484 -0.36593 -3.29269
O: 1.47415 -1.05490 -2.15169
C: 2.94651 0.26495 -3.59255
F: 3.39571 0.00365 -4.86510
F: 3.88854 -0.22652 -2.77996
F: 3.00164 1.60678 -3.50682
C: 1.32288 -1.47662 -4.40696
F: 1.34350 -1.13952 -5.73187
F: 2.28646 -2.41751 -4.27047
F: 0.14368 -2.12901 -4.24178
C: 2.01611 3.04160 0.62982
C: 2.08052 4.27018 1.27774
C: 2.37614 1.72212 1.34821
O: 1.36692 0.85332 1.53842
C: 3.04169 1.98914 2.74813
F: 4.19613 2.71145 2.71945
F: 2.22889 2.65247 3.60838
F: 3.33083 0.83119 3.38168
C: 3.54263 1.01964 0.50154
F: 3.11032 -0.10418 -0.08055
F: 4.61057 0.61214 1.25782
F: 4.09343 1.79618 -0.44443
H: 1.21222 7.54220 0.88621
H: 2.70674 7.12817 1.73646
H: 1.15467 6.61548 2.39232
H: 1.36179 6.38510 -1.24253
H: 1.29533 4.24692 -2.44773
H: -0.82587 3.35568 -1.63162
H: -2.54771 3.21831 -3.36517
H: -3.50842 2.15976 -5.24088
H: -3.08094 0.46708 -5.53635
H: -2.29014 1.74735 -6.45452
H: -0.50906 -0.05107 -5.13190
H: 2.35962 4.32290 2.31931
N: -0.65672 -3.06542 -1.51994
C: 0.11868 -4.31165 -1.60427
C: 1.55000 -4.10477 -1.12774
N: 1.60825 -3.78513 0.30770
H: -1.37112 -3.06923 -2.23712
H: -0.02656 -2.29091 -1.75593
H: 0.17502 -4.69866 -2.63167
H: -0.37367 -5.07723 -0.98734
H: 1.98316 -3.30605 -1.73594
H: 2.11417 -5.02839 -1.30583
H: 0.72065 -3.35956 0.56103
H: 2.29830 -3.05445 0.45315
C: -1.30695 2.26945 1.52710
P: -0.89305 0.56363 2.10555
C: -0.37409 1.00781 3.83279
C: -2.65168 0.09906 2.61098
C: -3.45931 -0.36770 1.39907
P: -2.39824 -1.30740 0.17085
C: -2.17119 -0.00948 -1.11141
C: -3.86417 -2.11704 -0.66822
H: -1.72487 2.86556 2.34318
H: -2.02422 2.22496 0.70522
H: -0.39353 2.74341 1.17248
H: -1.24377 1.11293 4.48582
H: 0.16581 1.94665 3.80461
H: 0.29018 0.24295 4.23812
H: -3.16749 0.91256 3.13673
H: -2.54355 -0.73541 3.31506
H: -3.92866 0.48338 0.89190
H: -4.26056 -1.04632 1.71386
H: -3.08462 0.56649 -1.27804
H: -1.87205 -0.48935 -2.04589
H: -1.36840 0.66155 -0.81262
H: -4.68264 -1.40550 -0.81578
H: -4.22504 -2.95369 -0.06473
H: -3.55268 -2.50173 -1.64049
F: -2.02982 -6.04276 5.80230
C: -0.88591 -5.33525 5.66701
F: -0.73534 -4.62756 6.80682
F: 0.11708 -6.24597 5.65695
C: -0.87737 -4.47436 4.44770
C: -1.64635 -4.81255 3.34139
C: -1.56762 -3.99023 2.22886
N: -0.77581 -2.93170 2.16515
C: -0.02351 -2.62787 3.21661
C: -0.05290 -3.35921 4.39611
H: -2.27892 -5.68923 3.35513
H: -2.15574 -4.18112 1.33507
H: 0.62289 -1.76410 3.09238
H: 0.55044 -3.07803 5.24831

Results of the Mulliken charge analysis, in e, for atoms 1 through 2: K 1.8051; C -1.6669